# 1
{
  "formula": "C34H28ClF4IN3O2S3V",
  "method": "ωB97M-V/def2-TZVPD",
  "fmax_ev_per_a": 0.90,
  "multiplicity": 3,
  "homo_ev": [-7.6, -7.9],
  "total_energy_ev": -133965.632,
  "e_lumo_ev": [-0.16, -0.27],
  "homo_lumo_gap_ev": [7.428, 7.594],
  "total_charge": 0,
  "symbols": ["V", "C", "C", "N", "C", "C", "C", "C", "N", "C", "C", "F", "C", "F", "C", "C", "F", "C", "F", "H", "H", "H", "H", "H", "H", "H", "H", "H", "H", "H", "H", "H", "H", "H", "Cl", "C", "C", "C", "I", "C", "O", "C", "N", "C", "C", "C", "C", "H", "H", "H", "H", "O", "C", "C", "C", "C", "C", "S", "C", "C", "C", "C", "S", "C", "C", "C", "C", "S", "H", "H", "H", "H", "H", "H", "H", "H", "H"],
  "coordinates": [[-0.6716, 0.3319, 0.5854], [-1.8528, -2.5751, 2.2305], [-1.5864, -1.2923, 2.9948], [-1.9671, -0.0349, 2.2958], [-3.4338, 0.0288, 2.0094], [-3.9471, -0.8125, 0.8462], [-1.6671, 1.0856, 3.2511], [-1.1325, 2.2957, 2.5009], [-0.0354, 1.7609, 1.6932], [1.0142, 2.5876, 1.3161], [2.3315, 2.1260, 1.4069], [2.5700, 0.9239, 1.9422], [3.3975, 2.8836, 0.9642], [4.6347, 2.3746, 1.0555], [3.2127, 4.1481, 0.4428], [1.9229, 4.6311, 0.3740], [1.6973, 5.8550, -0.1303], [0.8469, 3.8733, 0.7931], [-0.3940, 4.3718, 0.6587], [-1.2660, -3.3777, 2.6783], [-1.5485, -2.4850, 1.1879], [-2.8971, -2.8728, 2.2672], [-0.5157, -1.2045, 3.1909], [-2.0950, -1.3132, 3.9665], [-3.6463, 1.0744, 1.8026], [-3.9595, -0.2450, 2.9326], [-3.2274, -0.8655, 0.0281], [-4.8472, -0.3394, 0.4531], [-4.2077, -1.8260, 1.1376], [-0.8815, 0.7429, 3.9233], [-2.5588, 1.3031, 3.8444], [-0.7712, 3.0367, 3.2202], [-1.9059, 2.7700, 1.8917], [4.0492, 4.7401, 0.1036], [-3.9275, 1.7237, -5.6526], [-3.4132, 1.6422, -3.9930], [-3.9141, 2.5308, -3.0858], [-3.5089, 2.4915, -1.7389], [-4.2942, 3.8370, -0.3593], [-2.5924, 1.5631, -1.2920], [-2.1676, 1.4527, -0.0712], [-2.0911, 0.6280, -2.2461], [-1.2074, -0.2707, -1.7291], [-0.6832, -1.1501, -2.5524], [-1.0011, -1.2019, -3.9212], [-1.8932, -0.3112, -4.4450], [-2.4784, 0.6529, -3.5975], [-4.6298, 3.2740, -3.4086], [0.0207, -1.8514, -2.1340], [-0.5300, -1.9531, -4.5392], [-2.1553, -0.3307, -5.4939], [0.7690, -0.8546, 0.4096], [1.9439, -1.3957, -0.0702], [2.6491, -0.3484, -0.9330], [2.0499, 0.7550, -1.4638], [2.9137, 1.5596, -2.2531], [4.1704, 1.0495, -2.3185], [4.3033, -0.4018, -1.4245], [1.6893, -2.6502, -0.9050], [2.2515, -3.0611, -2.0738], [1.7305, -4.3049, -2.5357], [0.7840, -4.8116, -1.7047], [0.5259, -3.7948, -0.3500], [2.7544, -1.8571, 1.1539], [2.1707, -2.3457, 2.2838], [3.1048, -2.7984, 3.2523], [4.3892, -2.6518, 2.8342], [4.4664, -1.9551, 1.2736], [1.0082, 0.9998, -1.3143], [2.6076, 2.4745, -2.7381], [5.0293, 1.4476, -2.8323], [2.9951, -2.4919, -2.6105], [2.0476, -4.7879, -3.4478], [0.2238, -5.7251, -1.8132], [1.0985, -2.3804, 2.4052], [2.8330, -3.2059, 4.2148], [5.2966, -2.8918, 3.3625]]
}

# 2
{
  "formula": "C34H28FN3OPRbS2",
  "method": "ωB97M-V/def2-TZVPD",
  "fmax_ev_per_a": 0.33,
  "homo_ev": -1.4,
  "total_energy_ev": -76563.135,
  "e_lumo_ev": 3.63,
  "homo_lumo_gap_ev": 5.081,
  "total_charge": -2,
  "symbols": ["Rb", "C", "C", "C", "C", "C", "O", "C", "N", "C", "C", "C", "C", "C", "C", "P", "C", "C", "C", "C", "C", "C", "C", "C", "C", "C", "C", "C", "H", "H", "H", "H", "H", "H", "H", "H", "H", "H", "H", "H", "H", "H", "H", "H", "H", "H", "H", "H", "H", "H", "H", "H", "S", "C", "S", "C", "C", "N", "C", "N", "F", "C", "C", "C", "C", "C", "C", "H", "H", "H", "H"],
  "coordinates": [[0.9030, 0.7232, -2.3270], [-3.0258, 0.3324, -1.5737], [-3.3239, -1.0338, -0.9686], [-2.2873, -2.0575, -1.4205], [-3.4283, -0.9521, 0.5647], [-3.8831, -2.2683, 1.2186], [-2.7474, -2.7045, 1.9881], [-1.8179, -1.7095, 1.8710], [-2.1174, -0.6966, 1.1778], [-0.5461, -1.9324, 2.5739], [-0.4533, -3.0038, 3.4637], [0.7223, -3.2554, 4.1448], [1.8183, -2.4293, 3.9398], [1.7325, -1.3665, 3.0542], [0.5589, -1.0914, 2.3467], [0.4848, 0.3067, 1.1360], [-0.2738, 1.6032, 2.1775], [-0.1584, 1.6465, 3.5674], [-0.7132, 2.6965, 4.2822], [-1.3735, 3.7224, 3.6144], [-1.4896, 3.6891, 2.2341], [-0.9533, 2.6242, 1.5198], [2.2471, 0.8037, 1.0826], [2.7428, 2.0010, 1.5901], [4.0645, 2.3672, 1.3624], [4.9040, 1.5419, 0.6333], [4.4178, 0.3478, 0.1139], [3.0968, -0.0105, 0.3248], [-3.0145, 0.2811, -2.6637], [-2.0454, 0.6914, -1.2556], [-3.7575, 1.0887, -1.2831], [-4.3157, -1.3564, -1.3157], [-1.2734, -1.7280, -1.1837], [-2.3221, -2.1898, -2.5013], [-2.4306, -3.0413, -0.9661], [-4.0949, -0.1289, 0.8324], [-4.1106, -3.0437, 0.4871], [-4.7293, -2.1491, 1.8974], [-1.3155, -3.6391, 3.6079], [0.7799, -4.0939, 4.8274], [2.7482, -2.6064, 4.4665], [2.5969, -0.7351, 2.9090], [0.3655, 0.8579, 4.0943], [-0.6239, 2.7204, 5.3622], [-1.7912, 4.5512, 4.1741], [-1.9787, 4.4862, 1.6887], [-1.0508, 2.6111, 0.4386], [2.0888, 2.6604, 2.1448], [4.4295, 3.3128, 1.7437], [5.9289, 1.8380, 0.4461], [5.0582, -0.2946, -0.4780], [2.7152, -0.9287, -0.1149], [0.5838, 3.1851, -4.4897], [-0.0408, 4.2040, -3.2707], [-0.1697, 3.7050, -1.6187], [-0.4567, 5.5152, -3.5913], [-0.9933, 6.4141, -2.6345], [-1.4555, 7.1941, -1.9138], [-0.3827, 6.0475, -4.9032], [-0.3269, 6.5482, -5.9457], [1.9648, -6.0906, -4.7634], [1.6978, -4.8305, -4.2763], [2.6571, -4.1793, -3.5352], [2.3550, -2.9025, -3.0519], [1.1388, -2.2212, -3.2555], [0.2326, -2.9729, -4.0297], [0.4778, -4.2492, -4.5431], [3.6103, -4.6626, -3.3454], [3.1502, -2.4274, -2.4710], [-0.7445, -2.5514, -4.2721], [-0.2555, -4.7839, -5.1386]]
}